Formula: C4H10N2O
Source: OMol25
Level of theory: wB97M-V/def2-TZVPD

The geometry in XYZ format:
```
17
Properties=species:S:1:pos:R:3:lowdin_charge:R:1
C -0.068 -0.043 0.947 -0.235
C -1.622 -0.047 1.092 -0.130
C -2.257 0.445 -0.180 -0.289
O -1.732 1.147 -0.996 0.058
N 0.370 -0.814 -0.190 -0.075
C 1.687 -0.627 -0.686 -0.320
N 2.200 0.763 -0.688 -0.016
H 0.286 0.982 0.897 0.099
H 0.329 -0.463 1.884 0.114
H -1.899 0.696 1.847 0.123
H -1.934 -1.032 1.431 0.110
H -3.291 0.076 -0.387 0.120
H -0.337 -1.236 -0.754 0.106
H 1.830 -1.072 -1.676 0.112
H 2.402 -1.142 -0.024 0.101
H 1.435 1.425 -0.902 0.064
H 2.601 0.943 -1.616 0.060
```

Summary:
net charge	0
relative energy (zero: lowest compared OMol25 entry of this formula, charge and spin)	2.4445	eV
HOMO level	-8.5	eV
spin multiplicity	1
structure (SMILES)	NCNCCC=O
Kohn-Sham gap	9.408	eV

Formula: C4H10N2O
Source: OMol25
Level of theory: wB97M-V/def2-TZVPD

The geometry in XYZ format:
```
17
Properties=species:S:1:pos:R:3:lowdin_charge:R:1
C 2.670 -0.173 -0.415 -0.087
N 1.294 0.284 -0.414 0.004
C 0.302 -0.622 -0.086 -0.539
O 0.532 -1.816 0.051 0.036
N -0.967 -0.090 0.027 -0.162
C -2.010 -0.928 0.583 -0.055
C -1.233 1.325 -0.085 -0.075
H 3.123 -0.151 0.586 0.085
H 2.688 -1.202 -0.775 0.082
H 3.263 0.456 -1.085 0.079
H 1.147 1.251 -0.173 0.106
H -2.170 -0.728 1.652 0.092
H -1.718 -1.970 0.458 0.083
H -2.951 -0.748 0.051 0.086
H -0.754 1.741 -0.979 0.088
H -2.311 1.471 -0.194 0.086
H -0.907 1.898 0.799 0.092
```

Summary:
net charge	0
relative energy (zero: lowest compared OMol25 entry of this formula, charge and spin)	0.6857	eV
HOMO level	-9.0	eV
spin multiplicity	1
structure (SMILES)	CNC(=O)N(C)C
Kohn-Sham gap	9.792	eV